# 1
A structure of composition C27H27Ge2I2N3OSc, computed with wB97M-V/def2-TZVPD.

Last column: Löwdin charge in e.
Positions of all 63 atoms, in Å:
1 Sc -0.01102 0.86199 -0.66149  1.061
2 I -4.38571 -1.54679 -1.34349  1.062
3 C -3.88798 0.37262 -1.93395  -0.632
4 C -4.82671 1.17379 -2.63686  -0.186
5 C -4.52456 2.44981 -3.00878  -0.658
6 I -5.95226 3.55236 -4.03218  1.037
7 C -3.24957 3.00114 -2.68973  -0.188
8 C -2.80731 4.29494 -3.03671  0.011
9 C -1.54958 4.71959 -2.68779  -0.012
10 C -0.72325 3.86479 -1.96506  -0.100
11 N -1.09209 2.64612 -1.61110  0.014
12 C -2.34093 2.19459 -1.98851  -0.156
13 C -2.66055 0.87238 -1.63683  -0.368
14 O -1.67687 0.15579 -0.99522  -0.251
15 H -5.79115 0.75122 -2.88456  0.092
16 H -3.47201 4.95106 -3.58738  0.081
17 H -1.19581 5.70545 -2.95409  0.125
18 H 0.26240 4.18732 -1.65432  0.124
19 C 0.69336 -1.12750 4.85264  -0.215
20 Ge 0.29160 0.16545 3.48781  0.706
21 C 1.54548 1.64157 3.43717  -0.243
22 C -1.54007 0.80136 3.47485  -0.232
23 Ge 0.55008 -0.97156 1.22611  0.914
24 C 2.33641 -1.58291 0.78685  -0.376
25 C 2.67954 -2.14843 -0.44749  -0.126
26 C 3.94580 -2.67618 -0.64931  -0.063
27 C 4.88369 -2.63997 0.37671  -0.052
28 C 4.56515 -2.05905 1.59780  -0.055
29 C 3.30155 -1.51389 1.79804  -0.117
30 C -0.70366 -2.42620 1.02079  -0.364
31 C -1.59834 -2.72075 2.05261  -0.111
32 C -2.49402 -3.77633 1.92716  -0.059
33 C -2.52994 -4.51979 0.75451  -0.068
34 C -1.66827 -4.21664 -0.29347  -0.085
35 C -0.75806 -3.18071 -0.15819  -0.120
36 H 0.59252 -0.60235 5.80709  0.044
37 H 1.71251 -1.49961 4.75749  0.026
38 H -0.00066 -1.96595 4.82920  0.028
39 H 1.44410 2.23281 4.35102  0.039
40 H 1.33691 2.29388 2.58742  0.010
41 H 2.57472 1.28709 3.36907  0.022
42 H -1.64937 1.59099 4.22214  0.039
43 H -2.24183 0.00180 3.70938  0.027
44 H -1.80097 1.20809 2.49984  0.010
45 H 1.96227 -2.19671 -1.25620  0.084
46 H 4.20077 -3.12823 -1.60127  0.115
47 H 5.86847 -3.06367 0.22155  0.118
48 H 5.30006 -2.02780 2.39409  0.117
49 H 3.07168 -1.05643 2.75390  0.072
50 H -1.59865 -2.14091 2.96749  0.069
51 H -3.16838 -4.01324 2.74182  0.117
52 H -3.23148 -5.34029 0.65648  0.118
53 H -1.70232 -4.79536 -1.20964  0.116
54 H -0.08986 -2.96858 -0.98185  0.087
55 N 2.68126 1.73990 -3.91990  0.109
56 C 3.57247 2.02055 -2.89959  -0.028
57 C 2.92946 1.69625 -1.75757  -0.098
58 N 1.65527 1.22522 -2.07397  -0.075
59 C 1.54943 1.27209 -3.39524  -0.145
60 H 2.86051 1.85503 -4.90646  0.180
61 H 4.56335 2.40659 -3.07845  0.139
62 H 3.29594 1.74171 -0.74438  0.121
63 H 0.69655 0.97044 -3.98000  0.151

Properties
Energy = -6794.074438 Eh
Lowest unoccupied orbital energy (spin up / spin down) = -6.51 / -7.95 eV
HOMO-LUMO gap (spin up / spin down) = 0.251 / 0.198 Ha
HOMO (spin up / spin down) = -0.4899 / -0.4900 hartree
Multiplicity = 2
Total charge = +2
Expectation value of S² = 0.7561

---

# 2
A cluster of 2 separate species, C5H10N in total, computed with wB97M-V/def2-TZVPD.

Last column: Löwdin charge in e.
Positions of all 16 atoms, in Å:
1 C 2.15785 -0.96939 -0.07357  0.129
2 C 1.37340 -0.17094 0.66698  -0.110
3 C -1.06566 0.42787 1.28329  -0.045
4 C -1.08078 -0.95035 0.69708  -0.068
5 C -0.67398 1.24593 -1.93433  0.335
6 N -0.00215 -0.01317 0.30279  -0.046
7 H 3.10367 -1.24241 0.26887  0.062
8 H 1.94204 -1.37749 -1.00952  0.065
9 H 1.63830 0.26930 1.55062  0.095
10 H -1.77392 1.16232 0.96217  0.105
11 H -0.69301 0.51373 2.30732  0.127
12 H -0.87171 -1.91424 1.19102  0.137
13 H -1.85839 -1.13772 -0.10218  0.134
14 H -0.85608 0.55315 -2.62031  -0.004
15 H -1.53857 1.75331 -1.58317  0.039
16 H 0.19900 1.85011 -1.90705  0.045

Properties
Energy = -250.807144 Eh
Lowest unoccupied orbital energy (spin up / spin down) = -5.61 / -7.21 eV
HOMO-LUMO gap (spin up / spin down) = 0.316 / 0.236 Ha
HOMO (spin up / spin down) = -0.5219 / -0.5007 hartree
Multiplicity = 1
Total charge = +1
Energy above the lowest of the compared OMol25 structures with the same formula, charge and spin = 5.3919 eV

---

| no. | F_max (Eh/bohr) |
| --- | --- |
| 1 | 0.03276 |
| 2 | 0.08187 |